Here is the molecule C6H14BFIOP at a distorted geometry from OMol25. Energies are from ωB97M-V with the def2-TZVPD basis set.

CARTESIAN COORDINATES (ANGSTROEM)
C 1.57678 -0.31701 2.84381
P 0.03819 -1.18236 2.17773
O -1.31913 -0.79366 3.15494
B -0.21186 -0.47118 0.40252
C -1.46325 0.48716 0.07855
C -1.13586 2.01777 0.13941
F -2.33833 2.74363 0.27311
C 0.91491 -0.92352 -0.68054
C 0.95872 -0.03640 -1.97070
C 0.02954 -0.46426 -3.16784
I -1.35279 -2.08046 -2.81584
H 1.58213 -0.21295 3.95040
H 2.46032 -0.92191 2.51538
H 1.68483 0.66890 2.33185
H -1.73220 -1.64971 3.30642
H -1.97848 0.28330 -0.88779
H -2.22339 0.30713 0.88827
H -0.72980 2.33125 -0.85195
H -0.45065 2.31134 0.96194
H 0.89745 -2.02279 -0.87187
H 1.89263 -0.74366 -0.14160
H 2.01375 -0.07195 -2.35232
H 0.78329 1.04269 -1.73272
H -0.55641 0.42852 -3.49983
H 0.65961 -0.72989 -4.05133

## Properties
DFT total energy	-29279.1495	eV
structure (SMILES)	CP(O)B(CCF)CCCI
multiplicity	1
orbital gap	8.37	eV
F_max	1.50	eV/A
LUMO energy	0.1	eV